[1]
Computed, not measured: 2 unconnected molecules or ions with the total composition CH4NOP at a distorted geometry, with ωB97M-V/def2-TZVPD.

Values from the calculation:
F_max: 2.0 eV/A
highest occupied orbital energy: -10.0 eV
orbital gap: 10.824 eV
molecular weight: 77.02 g/mol

Geometry (Å):
C  0.40674  -2.01754  1.86506
N  1.44101  -1.53481  1.85461
O  2.44158  -0.86891  1.91175
P  -0.01360  0.46078  -0.72236
H  -0.66149  -2.14204  1.74113
H  -0.07062  -0.88657  -0.99662
H  0.99847  0.14082  0.25314
H  -1.19449  0.35079  0.02868

Here are the Mulliken charges for atoms 1 to 4, given in e: C -0.176; N 0.381; O -0.559; P -0.035

[2]
Computed, not measured: 2 unconnected molecules or ions with the total composition C3H7ClN2O at a distorted geometry, with ωB97M-V/def2-TZVPD.

Values from the calculation:
F_max: 3.6 eV/A
highest occupied orbital energy: -10.3 eV
orbital gap: 10.968 eV
molecular weight: 122.55 g/mol

Geometry (Å):
C  0.99676  1.60117  0.88256
C  0.99269  1.06271  -0.49444
C  0.86841  -0.39022  -0.63717
N  0.19583  -0.82958  -1.60693
N  -2.51899  -0.85226  0.49731
O  2.16215  1.54928  0.14624
Cl  1.64151  -1.55728  0.43380
H  0.59558  2.46784  1.27118
H  1.09905  0.79867  1.51086
H  0.64605  1.59069  -1.28818
H  -1.69528  -0.85158  1.04194
H  0.22210  -1.87173  -1.78501
H  -3.09745  -1.77740  0.45400
H  -2.10843  -0.94030  -0.42616

Here are the Mulliken charges for atoms 1 to 4, given in e: C -0.511; C 0.153; C 0.191; N -0.586

[3]
Computed, not measured: a molecular structure, CH3N5O4 at a distorted geometry, with ωB97M-V/def2-TZVPD.

Values from the calculation:
F_max: 5.1 eV/A
highest occupied orbital energy: -10.8 eV
orbital gap: 10.531 eV
molecular weight: 149.07 g/mol

Geometry (Å):
C  -0.42338  -0.93287  0.56855
N  -0.96877  -1.86431  0.00750
N  -0.40535  -0.48158  1.83183
N  0.62450  0.32636  -0.37121
N  0.41303  -0.02492  -1.65799
N  0.73911  1.63610  -0.02000
O  0.38026  -1.21315  -1.86528
O  0.37174  1.96378  1.07409
O  0.17079  0.90348  -2.37077
O  1.18403  2.39189  -0.81436
H  -0.94674  -2.28312  -0.90390
H  -0.82198  -0.97095  2.59183
H  -0.31724  0.54928  1.92971

Here are the Mulliken charges for atoms 1 to 4, given in e: C 0.524; N -0.463; N -0.324; N -0.444

[4]
Computed, not measured: 2 unconnected molecules or ions with the total composition CH3Cl2N4 at a distorted geometry, with ωB97M-V/def2-TZVPD.

Values from the calculation:
F_max: 5.2 eV/A
charge: +1
2S+1: 3
highest occupied orbital energy (spin up / spin down): -11.7 / -15.1 eV
orbital gap (spin up / spin down): 6.410 / 4.604 eV
molecular weight: 141.97 g/mol

Geometry (Å):
C  -0.89139  -0.92563  -0.84088
N  -0.08135  -0.32990  -1.67577
N  0.74922  -0.11458  0.33532
N  -0.34903  -0.81169  0.42925
N  0.86687  0.10038  -0.91017
Cl  -1.09320  -1.18729  1.88084
Cl  0.17987  2.44637  1.04966
H  -1.70915  -1.39116  -1.41724
H  0.53289  1.67287  2.19036
H  1.79527  0.54063  -1.04137

Here are the Mulliken charges for atoms 1 to 4, given in e: C 0.048; N -0.430; N -0.559; N 0.374

[5]
Computed, not measured: 2 unconnected molecules or ions with the total composition C5H6ClNO2 at a distorted geometry, with ωB97M-V/def2-TZVPD.

Values from the calculation:
F_max: 7.7 eV/A
highest occupied orbital energy: -8.8 eV
orbital gap: 9.546 eV
molecular weight: 147.56 g/mol

Geometry (Å):
C  -1.83642  -1.05203  0.29154
C  1.16001  0.21917  0.45481
C  -1.05743  0.13333  0.51769
C  -2.49589  -1.99993  -0.72030
C  2.82884  1.78920  -0.16801
N  -1.63730  -0.75405  1.53196
O  1.79578  -0.65590  0.91930
O  1.45526  1.39342  -0.03792
Cl  -1.64665  1.79876  0.33661
H  -2.92755  -1.43300  -1.44229
H  -3.24955  -2.65791  -0.07093
H  -1.84994  -2.59185  -1.16262
H  2.78419  2.87495  0.06650
H  3.23032  1.61802  -1.16145
H  3.44635  1.31781  0.64513

Here are the Mulliken charges for atoms 1 to 4, given in e: C 0.375; C 0.569; C 0.319; C -0.954

[6]
Computed, not measured: a gas-phase ion, C2H3N2OS (charge +1) at a distorted geometry, with ωB97M-V/def2-TZVPD.

Values from the calculation:
F_max: 4.1 eV/A
charge: +1
highest occupied orbital energy: -15.2 eV
orbital gap: 8.087 eV
molecular weight: 103.13 g/mol

Geometry (Å):
C  1.36460  1.13415  -0.39403
C  -0.46484  -0.11018  0.07465
N  0.14074  1.00217  -0.02643
N  0.06729  -1.26273  0.37382
O  1.99317  0.21858  -1.01238
S  1.80871  -1.46860  -0.03045
H  1.71932  2.10140  -0.31997
H  -1.50422  -0.22623  -0.01633
H  -0.32430  -2.18992  0.28616

Here are the Mulliken charges for atoms 1 to 4, given in e: C 0.248; C 0.150; N -0.330; N -0.226

[7]
Computed, not measured: a molecular structure, C41H37Cl5P2Pd at a distorted geometry, with ωB97M-V/def2-TZVPD.

Values from the calculation:
F_max: 4.1 eV/A
charge: +2
2S+1: 5
highest occupied orbital energy (spin up / spin down): -10.8 / -13.1 eV
orbital gap (spin up / spin down): 5.234 / 3.784 eV
molecular weight: 875.38 g/mol

Geometry (Å):
Pd  -0.97910  0.77282  -0.02259
C  -2.15269  0.76696  -2.38566
C  -1.89945  -0.74063  -2.47177
C  -1.07538  -1.27195  -3.70380
C  0.27823  -0.55759  -3.85394
C  0.78229  0.12800  -2.63044
C  0.43175  1.30891  -2.05906
C  -0.25254  2.29516  -2.92616
C  -1.54555  1.66006  -3.41121
C  2.02060  0.22274  2.40102
H  -3.26107  0.95219  -2.43808
H  -2.91056  -1.20572  -2.52400
H  -1.68272  -1.23745  -4.64746
H  -0.90844  -2.37213  -3.56674
H  0.99459  -1.36174  -4.10256
H  0.27751  0.01051  -4.79857
H  1.74729  -0.29851  -2.36966
H  1.12451  1.68290  -1.31184
H  0.33891  2.57073  -3.79788
H  -0.47453  3.21901  -2.40764
H  -2.31951  2.40755  -3.69711
H  -1.39574  1.06374  -4.33515
H  1.11768  0.81514  2.23224
H  2.72178  0.80877  3.03968
H  1.76597  -0.71163  2.90528
P  -1.11977  -1.25463  -0.87325
P  2.78509  -0.10235  0.79489
C  0.52425  -1.83564  -0.52483
C  1.75105  -1.28489  -0.18435
C  -2.28840  -2.50344  -0.32778
C  -2.42658  -3.77734  -0.91650
C  -3.13041  -4.79019  -0.21394
C  -3.75746  -4.50784  1.00539
C  -3.66663  -3.22728  1.54138
C  -2.99728  -2.23193  0.84200
C  -2.85302  1.37519  -0.36067
C  -2.64378  2.75862  -0.62882
C  -3.64409  3.57508  -0.06158
C  -4.95859  3.00623  -0.10286
C  -5.24735  1.64067  -0.20795
C  -4.11379  0.76864  -0.24614
C  4.27251  -1.10521  1.10738
C  3.99493  -2.40109  1.61101
C  5.03050  -3.24841  1.99502
C  6.36047  -2.86353  1.78844
C  6.65043  -1.62546  1.18317
C  5.61116  -0.74061  0.83465
C  3.12398  1.54826  0.09148
C  2.40397  2.70373  0.49714
C  2.69760  3.95156  -0.08079
C  3.74908  4.09403  -0.99578
C  4.42591  2.95210  -1.44522
C  4.09308  1.68556  -0.92306
H  0.53301  -2.92609  -0.69755
H  2.55298  -1.97891  -0.49037
H  -1.94419  -3.97960  -1.88846
H  -3.14945  -5.79538  -0.63318
H  -4.32765  -5.29552  1.50245
H  -4.09874  -3.01462  2.50941
H  -2.96411  -1.21862  1.26014
H  -1.78752  2.96943  -1.28130
H  -3.48873  4.62100  0.23874
H  -5.82226  3.67107  -0.14171
H  -6.26024  1.22195  -0.28260
H  -4.13759  -0.29728  -0.30216
H  2.94631  -2.73331  1.69864
H  4.77768  -4.21623  2.45780
H  7.17190  -3.54671  2.06587
H  7.69648  -1.35201  0.98465
H  5.85646  0.22360  0.36814
H  1.61961  2.61394  1.24347
H  2.08641  4.81336  0.17455
H  4.02876  5.08548  -1.35190
H  5.18399  3.06852  -2.22833
H  4.61088  0.80276  -1.30414
Cl  -0.32960  -2.04831  2.27775
C  -1.21830  -0.69190  2.95467
C  -1.31789  0.52303  2.31173
C  -1.54243  1.63374  3.10353
Cl  -1.05111  3.19765  2.58738
C  -2.04005  1.48447  4.44400
Cl  -2.52206  2.86062  5.37062
C  -2.16222  0.19269  5.00159
Cl  -2.96261  -0.04904  6.47444
C  -1.66948  -0.89696  4.27408
Cl  -1.63891  -2.43052  4.98270

Here are the Mulliken charges for atoms 1 to 4, given in e: Pd -0.252; C -0.455; C 0.235; C -1.103

[8]
Computed, not measured: a single C5H5N3 molecule at a distorted geometry, with ωB97M-V/def2-TZVPD.

Values from the calculation:
F_max: 3.5 eV/A
highest occupied orbital energy (spin up / spin down): -7.9 / -7.9 eV
orbital gap (spin up / spin down): 8.104 / 8.105 eV
molecular weight: 107.12 g/mol

Geometry (Å):
C  1.17864  -2.80693  -2.18804
C  0.57981  -2.04845  -1.43783
C  -0.66454  1.63522  0.58045
C  0.01342  -1.03607  -0.69862
C  -0.98132  1.67034  1.84093
N  0.64394  1.19229  0.12831
N  0.74399  0.04233  -0.44807
N  -1.36925  1.44397  2.99172
H  1.69124  -3.09539  -3.09455
H  -1.15606  2.24300  -0.10715
H  1.54857  -0.03040  -1.08749
H  -0.96677  -1.19763  -0.26945
H  -1.26169  1.98773  3.78979

Here are the Mulliken charges for atoms 1 to 4, given in e: C -0.230; C -0.463; C -0.623; C 0.142